{"formula": "C2H12N2O2", "method": "ωB97M-V/def2-TZVPD", "spin_multiplicity": 2, "e_tot_ev": -9342.732, "total_charge": -1, "de_lowest_kj_mol": 13.8, "orbital_gap_ev": [2.496, 9.387], "mol_weight_g_mol": 96.13, "homo_ha": [0.03581, -0.22038], "symbols": ["N", "C", "C", "N", "H", "H", "H", "H", "H", "H", "H", "H", "H", "H", "O", "H", "H", "O"], "xyz": [[-0.23, -0.23, -1.29], [-0.26, 1.07, -0.53], [0.47, 1.04, 0.83], [-0.29, 0.36, 1.86], [-0.18, 0.06, -2.26], [0.67, -0.68, -1.15], [0.09, 1.87, -1.18], [-1.32, 1.26, -0.30], [0.60, 2.10, 1.07], [1.47, 0.63, 0.73], [-0.66, -0.53, 1.56], [-1.09, 0.96, 2.05], [3.18, -0.80, 0.35], [2.76, -2.19, -0.14], [2.69, -1.24, -0.37], [-3.42, -1.14, -0.42], [-1.90, -1.08, -0.71], [-2.58, -1.46, -0.10]], "nbo_charge": [-0.9056, -0.2443, -0.3168, -0.8340, 0.3438, 0.4069, 0.1644, 0.1586, 0.1677, 0.2053, 0.3706, 0.3316, 0.3222, 0.3457, -1.4780, 0.4489, 0.5040, -0.9910]}


{"formula": "C17H33FLuN2O6P2", "method": "ωB97M-V/def2-TZVPD", "spin_multiplicity": 1, "e_tot_ev": -88310.555, "total_charge": 3, "orbital_gap_ev": 1.904, "mol_weight_g_mol": 617.37, "homo_ha": -0.56408, "symbols": ["C", "C", "O", "P", "O", "C", "C", "P", "N", "C", "C", "F", "C", "O", "C", "O", "C", "C", "O", "C", "C", "C", "C", "C", "N", "O", "C", "C", "H", "H", "H", "H", "H", "H", "H", "H", "H", "H", "H", "H", "H", "H", "H", "H", "H", "H", "H", "H", "H", "H", "H", "H", "H", "H", "H", "H", "H", "H", "H", "H", "H", "Lu"], "xyz": [[3.83, -2.08, 1.71], [3.60, -0.70, 1.09], [2.99, 0.20, 1.99], [2.17, 1.41, 1.25], [1.95, 2.45, 2.21], [0.64, 0.65, 0.62], [-0.63, 1.52, 0.78], [-2.14, 0.50, 0.99], [-2.29, 1.07, 2.71], [-3.80, 1.25, 0.63], [-3.92, 1.98, -0.69], [-2.91, 2.89, -0.87], [-1.92, -0.31, -0.79], [-1.25, 0.56, -1.71], [-1.17, -0.01, -3.02], [0.05, 0.37, -3.60], [1.13, 0.09, -2.80], [1.16, -1.37, -2.26], [2.59, -1.70, -1.95], [-2.12, -1.27, 1.72], [-3.17, -2.08, 1.40], [-3.18, -3.39, 1.87], [-2.09, -3.73, 2.64], [-1.12, -2.79, 2.90], [-1.07, -1.54, 2.48], [3.11, 1.88, -0.02], [2.45, 2.88, -0.85], [3.01, 2.76, -2.30], [3.06, -2.35, 2.43], [4.81, -2.10, 2.17], [3.83, -2.81, 0.90], [2.94, -0.83, 0.18], [4.57, -0.27, 0.78], [0.55, -0.35, 1.05], [0.80, 0.52, -0.45], [-0.50, 2.12, 1.68], [-0.70, 2.26, -0.02], [-3.13, 0.75, 3.18], [-1.46, 0.88, 3.27], [-4.57, 0.48, 0.77], [-3.98, 1.97, 1.43], [-4.86, 2.53, -0.66], [-4.02, 1.30, -1.54], [-1.42, -1.28, -0.63], [-2.90, -0.56, -1.22], [-1.36, -1.09, -3.00], [-1.97, 0.43, -3.62], [2.04, 0.22, -3.46], [1.20, 0.87, -2.03], [0.84, -2.12, -2.98], [0.62, -1.52, -1.33], [2.64, -1.62, -0.96], [-3.99, -1.71, 0.79], [-3.99, -4.05, 1.63], [-1.99, -4.73, 3.03], [-0.30, -3.11, 3.54], [2.65, 3.87, -0.45], [1.37, 2.74, -0.91], [2.20, 2.79, -3.02], [3.52, 1.78, -2.40], [3.72, 3.56, -2.48], [3.91, -0.03, -1.78]], "nbo_charge": [-0.6361, -0.0181, -0.7066, 2.3388, -0.9835, -0.8507, -0.7471, 1.5868, -1.0989, -0.7534, 0.0491, -0.3619, -0.4386, -0.5899, 0.2060, -0.4764, -0.0876, -0.1216, -0.8137, -0.0448, -0.2907, -0.1035, -0.2533, 0.0581, -0.4912, -0.8792, -0.1057, -0.4798, 0.2865, 0.2795, 0.2167, 0.0214, 0.1780, 0.2917, 0.2089, 0.2972, 0.2748, 0.3893, 0.3843, 0.2687, 0.2771, 0.2082, 0.1593, 0.1638, 0.2117, 0.1647, 0.2266, 0.1431, 0.1966, 0.2777, 0.2435, 0.4818, 0.2310, 0.2522, 0.2524, 0.2019, 0.2787, 0.2237, 0.2858, -0.0704, 0.3064, 2.2807]}


{"formula": "C33H21F6IN4O13S2TeW", "method": "ωB97M-V/def2-TZVPD", "spin_multiplicity": 3, "e_tot_ev": -122331.678, "de_lowest_kj_mol": 317.1, "orbital_gap_ev": [6.863, 8.022], "mol_weight_g_mol": 1298.01, "homo_ha": [-0.29452, -0.34241], "symbols": ["W", "O", "C", "C", "C", "N", "C", "C", "C", "O", "O", "C", "O", "O", "H", "H", "H", "F", "C", "F", "F", "S", "O", "O", "N", "S", "O", "O", "C", "F", "F", "F", "I", "C", "C", "C", "C", "N", "C", "H", "H", "H", "H", "Te", "C", "C", "C", "C", "C", "C", "C", "C", "C", "C", "C", "C", "H", "H", "H", "H", "H", "H", "H", "H", "H", "H", "O", "C", "O", "C", "C", "C", "C", "C", "C", "N", "O", "O", "H", "H", "H", "H"], "xyz": [[-0.92, -0.08, -0.11], [0.93, -2.95, 5.22], [0.51, -2.40, 4.08], [-0.28, -3.07, 3.15], [-0.66, -2.40, 2.01], [-0.29, -1.15, 1.77], [0.48, -0.51, 2.64], [0.90, -1.08, 3.81], [0.86, 0.86, 2.13], [1.44, 1.68, 2.79], [0.51, 0.97, 0.87], [-1.49, -2.96, 0.90], [-1.99, -4.06, 0.97], [-1.56, -2.12, -0.09], [0.62, -3.86, 5.30], [-0.59, -4.10, 3.28], [1.52, -0.52, 4.50], [-5.37, -0.94, 0.95], [-5.69, 0.17, 0.29], [-6.05, 1.10, 1.17], [-6.70, -0.07, -0.53], [-3.87, 1.02, -1.06], [-2.91, -0.09, -0.43], [-3.74, 2.29, -0.37], [-3.06, 1.18, -2.57], [-2.26, -0.01, -3.10], [-1.23, -0.58, -2.12], [-1.69, 0.15, -4.40], [-3.43, -1.48, -3.27], [-4.61, -1.21, -2.71], [-3.62, -1.71, -4.56], [-2.94, -2.57, -2.70], [-2.88, 4.95, 2.67], [-2.86, 2.87, 2.66], [-3.72, 2.14, 3.45], [-3.69, 0.75, 3.36], [-2.82, 0.16, 2.47], [-1.97, 0.88, 1.73], [-1.99, 2.21, 1.81], [-4.41, 2.63, 4.12], [-4.34, 0.13, 3.95], [-2.80, -0.91, 2.33], [-1.28, 2.75, 1.20], [1.15, -1.77, -0.96], [1.70, -3.46, 0.13], [2.39, -3.38, 1.33], [2.79, -4.54, 1.98], [2.49, -5.78, 1.42], [1.78, -5.86, 0.23], [1.38, -4.70, -0.42], [3.03, -0.91, -1.21], [3.54, 0.00, -0.30], [4.70, 0.70, -0.59], [5.34, 0.50, -1.81], [4.84, -0.43, -2.71], [3.68, -1.13, -2.42], [2.64, -2.41, 1.76], [3.35, -4.48, 2.90], [2.80, -6.68, 1.93], [1.54, -6.82, -0.20], [0.83, -4.75, -1.36], [3.02, 0.19, 0.64], [5.09, 1.42, 0.12], [6.22, 1.08, -2.06], [5.34, -0.59, -3.66], [3.28, -1.84, -3.13], [-1.02, 1.78, -0.89], [0.11, 1.93, -1.55], [0.84, 0.96, -1.70], [0.43, 3.29, -2.04], [-0.53, 4.29, -2.02], [-0.20, 5.56, -2.46], [1.08, 5.84, -2.89], [2.02, 4.82, -2.89], [1.72, 3.54, -2.48], [3.40, 5.11, -3.35], [3.64, 6.25, -3.69], [4.20, 4.20, -3.35], [-1.53, 4.05, -1.67], [-0.95, 6.35, -2.46], [1.37, 6.82, -3.23], [2.47, 2.76, -2.49]], "lowdin_charge": [1.7765, 0.1074, -0.2725, 0.0898, -0.1958, -0.0139, -0.1693, 0.1098, -0.5439, 0.1453, -0.2151, -0.5803, 0.1226, -0.2350, 0.1265, 0.1473, 0.1476, 0.1151, -0.5453, 0.1146, 0.1266, 0.8183, -0.5987, -0.3927, -0.3415, 0.6540, -0.5687, -0.2431, -0.6602, 0.1242, 0.1479, 0.1574, 0.9399, -0.6969, -0.0998, -0.0259, -0.0983, -0.0289, -0.1873, 0.1094, 0.1223, 0.1216, 0.1075, 1.7372, -0.4757, -0.1317, -0.0772, -0.0722, -0.0646, -0.1210, -0.4788, -0.1195, -0.0672, -0.0722, -0.0724, -0.1283, 0.1026, 0.1089, 0.1060, 0.1099, 0.1038, 0.0884, 0.1100, 0.1082, 0.1077, 0.0980, -0.2136, -0.5238, -0.0595, -0.0894, 0.0262, -0.0331, 0.0113, -0.1215, 0.0835, -0.3507, 0.0795, 0.0784, 0.1263, 0.1131, 0.1215, 0.1332]}


{"formula": "C4H6N2O", "method": "ωB97M-V/def2-TZVPD", "spin_multiplicity": 1, "e_tot_ev": -9270.635, "de_lowest_kj_mol": 276.6, "orbital_gap_ev": 9.425, "mol_weight_g_mol": 98.10, "homo_ha": -0.32404, "symbols": ["C", "C", "N", "C", "C", "O", "N", "H", "H", "H", "H", "H", "H"], "xyz": [[2.06, -0.36, 0.11], [0.60, -0.11, -0.02], [-0.24, -0.65, -0.79], [-1.51, 0.07, -0.55], [-1.26, 1.20, 0.47], [-2.44, -0.77, 0.09], [0.00, 0.95, 0.77], [2.38, -1.09, -0.63], [2.33, -0.71, 1.11], [2.60, 0.58, -0.07], [-1.86, 0.44, -1.52], [-3.14, -1.00, -0.53], [0.50, 1.42, 1.51]], "nbo_charge": [-0.6754, 0.4084, -0.4250, 0.0853, 0.1294, -0.6941, -0.6196, 0.2513, 0.2343, 0.2304, 0.1865, 0.4817, 0.4069]}


{"formula": "C10H11F2N", "method": "ωB97M-V/def2-TZVPD", "spin_multiplicity": 1, "e_tot_ev": -17472.934, "de_lowest_kj_mol": 0.0, "orbital_gap_ev": 10.055, "smiles": "FC(F)[C@@H]1Cc2ccccc2CN1", "mol_weight_g_mol": 183.20, "homo_ha": -0.33611, "symbols": ["F", "C", "F", "C", "C", "C", "C", "C", "C", "C", "C", "C", "N", "H", "H", "H", "H", "H", "H", "H", "H", "H", "H", "H"], "xyz": [[3.07, 0.23, -1.38], [2.08, -0.56, -0.79], [2.57, -1.80, -0.65], [1.89, -0.08, 0.60], [0.71, -0.91, 1.28], [-0.52, -0.65, 0.39], [-1.56, -1.53, 0.24], [-2.71, -1.18, -0.43], [-2.88, 0.16, -0.82], [-1.84, 1.07, -0.63], [-0.70, 0.67, 0.02], [0.39, 1.80, 0.09], [1.56, 1.37, 0.87], [1.22, -0.46, -1.50], [2.89, -0.14, 1.16], [0.92, -2.03, 1.38], [0.59, -0.59, 2.33], [-1.40, -2.51, 0.58], [-3.41, -1.94, -0.66], [-3.80, 0.41, -1.31], [-2.00, 2.06, -0.96], [0.57, 2.08, -0.99], [-0.01, 2.67, 0.68], [2.36, 1.86, 0.50]], "nbo_charge": [-0.3729, 0.5287, -0.3283, -0.1231, -0.4285, -0.0461, -0.1985, -0.2099, -0.2142, -0.1558, -0.0444, -0.2558, -0.6015, 0.1582, 0.2312, 0.2238, 0.2380, 0.2074, 0.2132, 0.2102, 0.2010, 0.1883, 0.2152, 0.3636]}